Entry a
C4H7NO3 | the ωB97M-V functional and the def2-TZVPD basis

The geometry in XYZ format:
```
15
Properties=species:S:1:pos:R:3:mulliken_charge:R:1
O 1.27616 -1.49342 1.41183 -0.69
C 1.13820 -0.28087 1.12565 0.49
O 1.20654 0.71285 1.88580 -0.71
C 0.72452 0.00582 -0.41103 0.44
C -0.76912 -0.34889 -0.48871 -0.65
C -1.66355 0.06996 0.74790 -0.41
O -3.13003 -0.05745 0.65428 -0.99
N 1.60462 0.51476 -1.95445 -0.74
H 0.83369 1.03750 -0.70406 0.04
H -0.88313 -1.52136 -0.59826 0.15
H -1.08111 0.19389 -1.43916 0.38
H -1.40113 -0.63912 1.52834 0.17
H -1.33778 1.10690 0.96657 0.20
H 1.40020 -0.64882 -0.96446 0.23
H 2.08191 1.34825 -1.76023 0.10
```

Calculated values
Charge: -2
Gap between HOMO and LUMO (eV): 5.8

Entry b
C4H7NO3 | the ωB97M-V functional and the def2-TZVPD basis

The geometry in XYZ format:
```
15
Properties=species:S:1:pos:R:3:mulliken_charge:R:1
N -1.01819 -1.69004 -0.08771 -0.90
C -0.05044 -0.62169 0.38389 0.33
C 0.37888 0.23147 -0.86084 -0.71
C 2.00944 0.03598 -1.27859 -0.56
O 2.50818 0.87670 -2.21170 -0.94
C -1.05508 0.35126 1.25537 0.31
O -1.97729 0.80663 0.65253 -0.66
O -0.91298 0.23742 2.46165 -0.76
H -1.51165 -1.25201 -0.94860 0.27
H -1.73149 -1.94714 0.55294 0.28
H 0.77867 -1.11578 0.85583 0.32
H 0.42275 1.28776 -0.56730 0.20
H -0.21538 0.19921 -1.73739 0.38
H 2.54119 0.38814 -0.40606 0.23
H 2.20312 -1.07796 -1.35428 0.20
```

Calculated values
Charge: -2
Gap between HOMO and LUMO (eV): 6.0

Entry c
C4H7NO3 | the ωB97M-V functional and the def2-TZVPD basis

The geometry in XYZ format:
```
15
Properties=species:S:1:pos:R:3:mulliken_charge:R:1
N 1.00574 -1.50170 1.39762 -0.86
C 0.71262 -0.26560 0.65477 0.51
C 0.65638 -0.55468 -0.87497 -0.68
C -0.11236 0.40533 -1.83403 -0.30
O 0.18675 0.17824 -3.15887 -0.98
C -0.51409 0.48158 1.30399 0.41
O -1.21385 -0.18154 2.13269 -0.80
O -0.72048 1.65826 0.95362 -0.70
H 0.79025 -2.30307 0.81833 0.24
H 0.30227 -1.52220 2.13929 0.35
H 1.54577 0.42097 0.79660 0.14
H 0.27855 -1.57896 -1.00392 0.22
H 1.67093 -0.48674 -1.26195 0.14
H -1.19902 0.25292 -1.63945 0.15
H 0.15364 1.42564 -1.48960 0.15
```

Calculated values
Charge: -2
Gap between HOMO and LUMO (eV): 6.1

Tell me which of them is the most stable. Sure, it is entry c.

Entry a
C3H9N2S | the ωB97M-V functional and the def2-TZVPD basis

The geometry in XYZ format:
```
15
Properties=species:S:1:pos:R:3:mulliken_charge:R:1
C -0.86395 0.33785 -0.87681 -0.57
C -2.36552 0.64053 -0.81212 -0.47
C -1.41179 -1.45753 0.45847 -0.05
N 2.26643 -0.22755 0.21511 -0.85
N -0.46190 -0.67293 0.10722 -0.17
S -3.02288 -0.79134 0.12245 -0.03
H -0.54890 -0.01064 -1.84971 0.31
H -0.33825 1.25758 -0.60184 0.34
H -2.54590 1.60999 -0.46984 0.38
H -2.80838 0.54314 -1.77604 0.34
H -1.46581 -2.43012 0.83592 0.41
H 2.76078 -0.78107 -0.54212 0.29
H 1.90558 0.74313 -0.09777 0.32
H 0.79461 -0.65318 0.33176 0.51
H 2.80546 -0.14553 1.03060 0.25
```

Calculated values
Charge: +1
Gap between HOMO and LUMO (eV): 9.7

Entry b
C3H9N2S | the ωB97M-V functional and the def2-TZVPD basis

The geometry in XYZ format:
```
15
Properties=species:S:1:pos:R:3:mulliken_charge:R:1
C -0.15752 1.22390 2.27605 -0.12
C -0.54363 0.16910 -1.40906 -0.35
C 0.92900 -1.94498 -1.00032 -0.64
N -1.02923 2.15331 2.56313 -0.27
N 0.50526 -0.80059 -1.94869 -0.14
S -0.27602 1.18857 -0.17413 -0.08
H 0.48768 1.05628 3.19096 0.20
H -1.53462 -0.07155 -1.83873 0.30
H 0.27493 -2.81703 -1.27934 0.30
H 1.98334 -2.21681 -1.04631 0.35
H 0.59799 -1.65896 0.02599 0.23
H -1.79091 2.62869 2.00809 0.24
H -0.96593 2.49232 3.48869 0.24
H 0.09135 -1.10758 -2.79762 0.35
H 1.42830 -0.29467 -2.05868 0.38
```

Calculated values
Charge: +1
Gap between HOMO and LUMO (eV): 8.2

Entry c
C3H9N2S | the ωB97M-V functional and the def2-TZVPD basis

The geometry in XYZ format:
```
15
Properties=species:S:1:pos:R:3:mulliken_charge:R:1
C -1.47220 -1.11542 -0.02176 -0.14
C -0.14500 0.42491 0.64472 -0.76
C 1.78344 1.02622 -0.72411 -0.69
N -1.42690 -2.23520 0.64789 -0.38
N 0.44261 1.42117 -0.28298 -0.18
S -1.90818 0.46879 0.74487 -0.08
H -1.35826 -1.02210 -1.01749 0.48
H 0.47230 0.06465 1.42968 0.49
H 1.55149 0.06280 -1.23478 0.32
H 2.33672 1.71447 -1.47680 0.29
H 2.42594 0.87944 0.13799 0.30
H -1.86350 -2.34268 1.58913 0.28
H -0.88709 -3.11190 0.34894 0.25
H -0.22515 1.36139 -1.03396 0.42
H 0.27379 2.40348 0.24865 0.38
```

Calculated values
Charge: +1
Gap between HOMO and LUMO (eV): 9.0

Entry d
C3H9N2S | the ωB97M-V functional and the def2-TZVPD basis

The geometry in XYZ format:
```
15
Properties=species:S:1:pos:R:3:mulliken_charge:R:1
C -0.63382 -0.36524 -1.50342 -0.74
C 0.86137 -0.08224 -1.83111 -0.43
C 0.30133 0.01484 -0.47163 0.36
N -0.26714 -0.59451 2.23339 -0.67
N 0.00161 1.13227 0.36106 -0.50
S 0.74709 -1.50011 1.14013 0.05
H -1.43520 0.18819 -1.85668 0.34
H -0.89463 -1.41022 -1.49172 0.22
H 1.61514 -0.74790 -1.98131 0.28
H 1.31290 0.86460 -2.34082 0.25
H -1.24806 -1.13291 2.22238 0.39
H -0.00142 -0.28746 3.22458 0.35
H 0.75298 1.87359 0.50421 0.32
H -0.22673 0.52262 1.51586 0.44
H -0.88543 1.52449 0.27508 0.34
```

Calculated values
Charge: +1
Gap between HOMO and LUMO (eV): 9.8

Tell me which of them is the most stable. Sure, it is entry a.

Entry a
C6H2 | the ωB97M-V functional and the def2-TZVPD basis

The geometry in XYZ format:
```
8
Properties=species:S:1:pos:R:3:mulliken_charge:R:1
C 3.15169 0.20134 -0.05724 -0.48
C 1.96185 -0.14979 -0.02870 -0.50
C 0.61071 -0.36337 -0.02634 0.60
C -0.62458 -0.47757 -0.07878 0.40
C -1.93156 -0.25296 0.16813 -0.26
C -3.11151 0.30379 -0.00108 -0.36
H 4.22271 0.39644 0.38246 0.31
H -4.27930 0.34211 -0.35845 0.29
```

Calculated values
Gap between HOMO and LUMO (eV): 8.5

Entry b
C6H2 | the ωB97M-V functional and the def2-TZVPD basis

The geometry in XYZ format:
```
8
Properties=species:S:1:pos:R:3:mulliken_charge:R:1
C 2.07020 -0.43027 -0.03730 -0.20
C 1.78936 0.78497 -0.06139 0.00
C 0.15959 -1.69430 -0.11917 -0.30
C 0.55342 1.22686 0.01798 0.28
C -0.69677 -0.69409 0.00233 0.01
C -0.66140 0.75163 -0.11567 -0.52
H -1.69486 -1.20955 0.37033 0.25
H -1.51954 1.26476 -0.05710 0.48
```

Calculated values
Gap between HOMO and LUMO (spin up / spin down) (eV): 7.4 / 7.4

Tell me which of them is the most stable. Sure, it is entry a.

Entry a
C3H11NOS | the ωB97M-V functional and the def2-TZVPD basis

The geometry in XYZ format:
```
17
Properties=species:S:1:pos:R:3:mulliken_charge:R:1
C 2.23158 1.11658 1.36098 -0.71
S 3.34978 -0.25152 0.89589 -0.08
C 2.38385 -0.83296 -0.61835 -0.57
H 2.89621 1.91962 1.85929 0.29
H 1.88245 1.58238 0.29684 0.23
H 1.43027 0.76212 2.12967 0.22
H 2.53120 -1.94162 -0.45641 0.31
H 2.81122 -0.30175 -1.49052 0.27
H 1.39877 -0.64776 -0.42494 0.04
N -2.07837 0.82456 -0.76893 -0.55
C -2.41008 -0.55850 -0.42273 -0.15
O -3.81913 -0.82134 -0.46554 -0.53
H -1.98526 1.44799 0.00017 0.21
H -2.74652 1.20748 -1.46124 0.23
H -2.12109 -0.71036 0.66391 0.24
H -1.80134 -1.14102 -1.12852 0.23
H -3.95355 -1.65391 0.03042 0.31
```

Calculated values
Gap between HOMO and LUMO (eV): 9.2

Entry b
C3H11NOS | the ωB97M-V functional and the def2-TZVPD basis

The geometry in XYZ format:
```
17
Properties=species:S:1:pos:R:3:mulliken_charge:R:1
C -1.74757 0.94117 0.27298 -0.97
N -0.57905 0.53161 -0.48702 -0.38
C 0.60035 0.31231 0.35852 -0.23
C 1.89460 0.47540 -0.44161 -0.90
S 3.29907 -0.29051 0.46014 -0.22
H -2.15982 0.11883 0.87214 0.31
H -1.53763 1.72366 1.02196 0.36
H -2.50278 1.39167 -0.36023 0.36
H -0.31508 1.30288 -1.08977 0.27
H 0.55709 -0.67720 0.80441 0.30
H 0.67039 1.02579 1.19766 0.24
H 2.22069 1.52187 -0.41807 0.36
H 1.87511 0.08199 -1.44612 0.40
H 2.98707 -1.55554 0.15879 0.12
O -1.52403 -2.26274 0.01086 -0.63
H -2.12808 -2.98603 -0.18165 0.30
H -1.61035 -1.65516 -0.73299 0.32
```

Calculated values
Gap between HOMO and LUMO (eV): 10.0

Entry c
C3H11NOS | the ωB97M-V functional and the def2-TZVPD basis

The geometry in XYZ format:
```
17
Properties=species:S:1:pos:R:3:mulliken_charge:R:1
N 0.86013 2.04753 0.62548 -0.34
C 0.91070 1.59325 -0.70558 -0.45
C 0.78010 0.03819 -1.01344 -0.44
C -0.13726 -0.77558 -0.20416 -0.59
S -2.03654 -0.97396 -0.70657 -0.23
H 1.65443 2.51114 1.04732 0.18
H -0.02266 2.15491 1.07271 0.18
H 0.44339 2.14279 -1.55759 0.24
H 1.99625 1.60708 -1.10329 0.24
H 0.65263 0.11512 -2.12893 0.36
H 1.87022 -0.33065 -0.92928 0.28
H -0.52215 -0.15753 0.81206 0.21
H 0.22062 -1.67839 0.33603 0.24
H -1.86146 -0.32405 -1.82993 0.11
O 1.32372 -0.90297 2.20446 -0.60
H 1.06252 -0.85056 3.07630 0.29
H 1.15885 -1.85065 2.03475 0.33
```

Calculated values
Gap between HOMO and LUMO (eV): 9.1

Tell me which of them is the most stable. Sure, it is entry b.